No. 1
A molecular structure, C20H20CaN6O2S4, computed with ωB97M-V/def2-TZVPD.

Geometry (Å):
Ca (-0.27, -0.03, 0.60)
S (-2.66, 1.47, 0.40)
C (-1.70, 2.83, -0.19)
C (-2.00, 3.46, -1.40)
C (-1.27, 4.54, -1.87)
C (-0.20, 5.03, -1.13)
C (0.12, 4.43, 0.07)
C (-0.60, 3.33, 0.53)
S (-0.23, 2.56, 2.09)
C (1.61, 2.62, 2.16)
C (2.12, 1.22, 2.44)
C (2.51, 0.80, 3.70)
C (2.94, -0.51, 3.85)
C (3.01, -1.34, 2.75)
C (2.62, -0.85, 1.52)
C (2.69, -1.66, 0.25)
S (1.07, -2.47, -0.11)
C (0.98, -2.36, -1.88)
C (1.03, -3.58, -2.57)
C (0.92, -3.63, -3.95)
C (0.79, -2.43, -4.65)
C (0.75, -1.22, -3.97)
C (0.82, -1.13, -2.56)
S (0.72, 0.45, -1.81)
N (2.15, 0.40, 1.38)
H (-2.84, 3.08, -1.98)
H (-1.53, 5.00, -2.82)
H (0.38, 5.88, -1.48)
H (0.94, 4.83, 0.67)
H (1.93, 3.32, 2.92)
H (1.96, 2.93, 1.18)
H (2.47, 1.48, 4.54)
H (3.23, -0.87, 4.83)
H (3.36, -2.36, 2.84)
H (3.46, -2.42, 0.30)
H (2.87, -0.99, -0.59)
H (1.15, -4.49, -2.00)
H (0.96, -4.58, -4.47)
H (0.72, -2.44, -5.73)
H (0.64, -0.29, -4.52)
N (-2.41, -1.26, -1.28)
N (-3.38, -1.80, -0.42)
C (-3.17, -1.82, 0.89)
N (-4.15, -2.17, 1.72)
N (-1.90, -1.52, 1.24)
N (-1.54, -1.25, 2.51)
O (-2.28, -1.34, 3.49)
O (-0.34, -0.85, 2.60)
H (-2.48, -0.25, -1.24)
H (-2.56, -1.61, -2.21)
H (-4.33, -1.91, -0.74)
H (-5.09, -2.23, 1.39)
H (-3.97, -2.02, 2.70)

Output
Orbital gap: 6.23 eV
ΔE to the lowest compared entry with this formula, charge and spin: 0.0 kJ/mol
Net charge: 0
E_LUMO: -0.022 Ha



No. 2
3 unconnected molecules or ions with the total composition C25H25F2N5O10S2, computed with ωB97M-V/def2-TZVPD.

Geometry (Å):
N (2.75, 0.82, 1.92)
C (2.46, -0.30, 0.94)
C (1.48, 0.12, -0.31)
C (1.74, -0.44, -1.70)
C (3.02, -1.45, -2.04)
C (4.20, -0.46, -2.69)
C (4.70, 0.68, -1.59)
S (5.99, 1.87, -2.31)
C (5.88, 3.36, -1.12)
S (6.93, 3.36, 0.23)
N (4.90, 4.51, -1.29)
C (3.47, 4.50, -0.73)
C (2.74, 5.95, -1.11)
N (3.82, 6.72, -1.87)
C (5.06, 5.85, -1.98)
C (0.76, -0.09, -3.00)
O (1.25, -0.27, -4.26)
C (-0.76, 0.46, -2.71)
C (-1.94, 0.38, -3.84)
C (-3.42, 0.99, -3.46)
C (-3.81, 1.67, -1.99)
C (-5.36, 2.17, -1.81)
O (-5.61, 3.07, -0.67)
N (-5.20, 4.32, -0.91)
O (-4.79, 4.77, 0.18)
C (-2.63, 1.71, -0.85)
N (-2.89, 2.28, 0.52)
C (-1.12, 1.11, -1.22)
C (0.16, 1.14, -0.15)
O (0.15, 2.05, 0.85)
H (3.49, 0.47, 2.60)
H (1.88, 0.90, 2.51)
H (1.93, -1.18, 1.55)
H (3.51, -0.73, 0.61)
H (3.40, -2.06, -1.12)
H (2.66, -2.26, -2.84)
H (5.12, -1.15, -3.01)
H (3.80, 0.00, -3.70)
H (3.81, 1.38, -1.23)
H (5.14, 0.17, -0.61)
H (2.93, 3.66, -0.10)
H (1.64, 6.32, -0.83)
H (6.10, 6.11, -2.49)
H (-1.73, -0.06, -4.92)
H (-4.25, 0.93, -4.31)
H (-6.05, 1.21, -1.79)
H (-5.63, 2.79, -2.80)
H (-2.45, 1.62, 1.22)
H (-2.28, 3.14, 0.58)
O (-0.28, -2.52, -0.69)
C (-1.37, -2.64, -0.14)
O (-1.94, -1.68, 0.63)
C (-3.23, -2.15, 0.97)
C (-3.08, -3.63, 0.82)
F (-4.24, -4.19, 0.42)
O (-2.14, -3.76, -0.22)
H (-3.97, -1.73, 0.27)
H (-3.51, -1.86, 1.99)
H (-2.71, -4.14, 1.71)
O (-1.41, -3.76, 3.33)
C (-1.73, -4.47, 4.27)
O (-1.44, -4.19, 5.58)
C (-2.08, -5.19, 6.35)
C (-2.23, -6.31, 5.37)
F (-3.34, -7.03, 5.63)
O (-2.40, -5.65, 4.14)
H (-3.04, -4.81, 6.70)
H (-1.47, -5.46, 7.21)
H (-1.36, -6.97, 5.32)

Output
Orbital gap: 6.17 eV
ΔE to the lowest compared entry with this formula, charge and spin: 1041.2 kJ/mol
Net charge: 0
E_LUMO: -0.064 Ha



No. 3
2 unconnected molecules or ions with the total composition C5H10N3S, computed with ωB97M-V/def2-TZVPD.

Geometry (Å):
C (-0.43, 1.66, 0.97)
C (-1.32, 1.68, -0.03)
C (0.45, 0.63, 1.25)
C (-1.31, 0.36, -0.90)
C (1.31, 0.80, 2.44)
N (0.42, -0.47, 0.52)
N (-0.42, -0.54, -0.47)
N (0.67, -2.67, -1.76)
S (-2.03, 0.13, -2.52)
H (-0.33, 2.54, 1.68)
H (-1.96, 2.44, -0.34)
H (1.54, 1.78, 2.67)
H (2.22, 0.14, 2.25)
H (0.91, 0.38, 3.39)
H (-0.01, -1.33, -1.14)
H (1.38, -2.65, -2.45)
H (0.15, -3.45, -1.87)
H (1.18, -2.78, -0.92)
H (-2.43, 1.34, -2.76)

Output
Orbital gap (spin up / spin down): 5.86 / 6.45 eV
ΔE to the lowest compared entry with this formula, charge and spin: 103.7 kJ/mol
Net charge: +1
2S+1: 3
E_LUMO (spin up / spin down): -0.156 / -0.286 Ha



No. 4
A gas-phase ion, C11H20ClF3IN3O5PS (charge +1), computed with ωB97M-V/def2-TZVPD.

Geometry (Å):
C (-4.06, 1.14, 0.72)
C (-2.70, 1.54, 0.15)
O (-1.84, 1.89, 1.22)
C (-2.13, 0.41, -0.77)
C (-0.77, -0.17, -0.36)
O (-0.99, -0.89, 0.84)
C (-0.31, -1.30, -1.38)
C (-0.51, -2.75, -0.90)
O (0.17, -3.61, -1.85)
C (1.09, -4.39, -1.29)
F (1.62, -5.12, -2.23)
F (2.09, -3.73, -0.71)
F (0.58, -5.21, -0.41)
N (1.16, -1.11, -1.31)
I (2.28, -1.12, -3.03)
C (1.46, -0.17, -0.37)
N (2.54, -0.17, 0.31)
C (2.87, 0.87, 1.30)
C (1.97, 0.95, 2.56)
C (1.23, -0.35, 2.95)
Cl (1.63, -0.78, 4.66)
N (0.38, 0.74, -0.28)
P (0.42, 1.98, -1.45)
O (-0.11, 1.46, -2.86)
O (-0.56, 3.14, -1.02)
S (2.21, 2.67, -1.68)
H (-4.83, 1.12, -0.06)
H (-4.38, 1.84, 1.49)
H (-4.04, 0.15, 1.18)
H (-2.87, 2.44, -0.44)
H (-1.97, 1.29, 1.97)
H (-2.15, 0.78, -1.80)
H (-2.84, -0.42, -0.74)
H (-1.92, -0.86, 1.10)
H (-0.72, -1.13, -2.38)
H (-0.07, -2.93, 0.08)
H (-1.57, -2.99, -0.96)
H (3.19, -0.91, 0.12)
H (3.89, 0.69, 1.63)
H (2.89, 1.85, 0.82)
H (2.63, 1.18, 3.39)
H (1.28, 1.78, 2.48)
H (1.50, -1.22, 2.37)
H (0.17, -0.15, 2.95)
H (0.59, 1.62, -3.51)
H (-0.61, 3.21, -0.05)

Output
Orbital gap: 7.53 eV
Net charge: +1
E_LUMO: -0.175 Ha



No. 5
2 unconnected molecules or ions with the total composition C11H12NO4S, computed with ωB97M-V/def2-TZVPD.

Geometry (Å):
C (5.02, -1.53, -0.03)
C (4.05, -1.50, 0.66)
C (2.96, -1.37, 1.66)
C (1.67, -0.81, 1.05)
C (1.61, -0.18, -0.22)
C (0.38, 0.30, -0.65)
C (-0.75, 0.12, 0.18)
C (-2.04, 0.67, -0.30)
C (-2.49, 1.81, 0.31)
N (-0.68, -0.48, 1.37)
C (-1.81, -0.67, 2.28)
C (0.53, -0.94, 1.79)
H (5.98, -1.45, -0.49)
H (2.73, -2.34, 2.12)
H (3.29, -0.68, 2.44)
H (2.51, -0.06, -0.81)
H (0.25, 0.81, -1.61)
H (-2.58, 0.15, -1.13)
H (-1.86, 2.70, 0.22)
H (-3.41, 1.86, 0.89)
H (-1.56, -0.17, 3.22)
H (-2.74, -0.29, 1.88)
H (-1.93, -1.74, 2.47)
H (0.57, -1.42, 2.76)
O (-2.47, 2.72, -4.07)
S (-1.83, 1.40, -3.99)
O (-2.73, 0.44, -3.25)
O (-0.55, 1.51, -3.20)
O (-1.51, 0.88, -5.33)

Output
Orbital gap: 3.86 eV
Net charge: -1
E_LUMO: 0.047 Ha



No. 6
A molecular structure, C5H9LiO3, computed with ωB97M-V/def2-TZVPD.

Geometry (Å):
O (-1.86, 1.23, 0.77)
C (-2.21, 0.56, -0.21)
C (-1.96, -0.92, -0.30)
H (1.46, -0.10, -2.00)
H (-2.93, -1.44, -0.29)
H (-1.56, -1.10, -1.31)
O (1.36, 1.38, 0.04)
C (1.15, 0.41, -0.89)
C (1.13, -0.92, -0.12)
O (0.18, -0.86, 0.94)
C (-1.05, -1.53, 0.76)
Li (0.03, 1.10, 1.32)
H (0.48, 0.95, -1.61)
H (2.12, -1.13, 0.33)
H (0.91, -1.77, -0.78)
H (-1.56, -1.53, 1.73)
H (-0.85, -2.58, 0.49)
H (-2.69, 1.16, -1.01)

Output
Orbital gap: 7.19 eV
ΔE to the lowest compared entry with this formula, charge and spin: 272.5 kJ/mol
Net charge: 0
E_LUMO: 0.010 Ha